No. 1
The following is a quantum chemistry calculation of the ion C8H9N2O with charge +1, from the Open Molecules 2025 dataset.

Cartesian coordinates (Å):
N  -2.155  -0.748  -0.928
C  -1.537  0.059  0.203
O  -2.270  -0.525  1.287
C  -1.419  1.564  0.040
N  -0.288  2.060  -0.245
C  0.787  1.073  -0.103
C  2.124  1.291  -0.049
C  2.881  0.142  0.122
C  2.334  -1.117  0.152
C  0.934  -1.345  0.159
C  0.230  -0.186  0.095
H  -1.561  -1.465  -1.252
H  -2.125  -0.220  -1.755
H  -3.021  -1.129  -0.382
H  -2.313  0.115  2.014
H  -2.328  2.094  0.221
H  2.484  2.255  -0.263
H  3.951  0.288  0.117
H  2.977  -1.886  0.510
H  0.316  -2.322  0.057

The strongest force on any atom comes out at 4.9 eV Å⁻¹. The SMILES is [NH3+][C@]1(O)C=Nc2ccccc21. For the total energy, the calculation gives -494.654511 Ha. As for the spin multiplicity: 1. For the LUMO energy, the calculation gives -4.18 eV. The total charge is +1. Its energy above the lowest of the compared OMol25 structures with the same formula, charge and spin is 59.6 kcal per mole.

***

No. 2
The following is a quantum chemistry calculation of the ion C8H9N2O with charge +1, from the Open Molecules 2025 dataset.

Cartesian coordinates (Å):
C  0.841  0.210  -0.009
C  0.454  -1.178  -0.283
C  2.338  0.385  0.092
C  1.917  -1.866  0.132
C  -1.796  -0.613  0.202
C  3.000  1.562  0.367
C  -3.144  -0.365  0.660
C  -2.426  0.680  -0.227
N  2.856  -0.939  0.112
N  -0.803  -1.390  0.214
O  1.944  -3.061  0.243
H  0.198  0.986  0.266
H  0.542  -1.613  -1.375
H  4.070  1.560  0.463
H  2.345  2.313  0.485
H  -4.111  -0.891  0.452
H  -3.282  -0.004  1.646
H  -1.992  1.546  0.132
H  -2.816  0.626  -1.191
H  3.808  -1.182  0.293

The strongest force on any atom comes out at 5.1 eV Å⁻¹. For the total energy, the calculation gives -494.536302 Ha. As for the spin multiplicity: 1. For the LUMO energy (spin up / spin down), the calculation gives -6.90 / -6.90 eV. The total charge is +1. Its energy above the lowest of the compared OMol25 structures with the same formula, charge and spin is 133.8 kcal per mole.

***

No. 3
The following is a quantum chemistry calculation of the ion C8H9N2O with charge +1, from the Open Molecules 2025 dataset.

Cartesian coordinates (Å):
C  -3.112  -0.626  -0.023
C  0.749  -0.386  -0.053
C  -3.810  0.544  -0.018
C  -1.718  -0.270  -0.003
C  -0.487  -1.025  -0.023
C  1.028  0.986  -0.036
C  -1.797  1.082  0.042
C  2.467  1.405  0.008
N  0.148  1.937  -0.091
N  -0.570  -2.354  -0.019
O  -2.972  1.615  0.013
H  -3.528  -1.612  -0.050
H  1.617  -1.030  -0.062
H  -4.860  0.759  -0.025
H  3.041  0.834  -0.717
H  2.586  2.465  -0.201
H  2.869  1.197  0.999
H  0.253  2.918  0.110
H  0.261  -2.923  -0.042
H  -1.460  -2.823  0.003

The strongest force on any atom comes out at 5.6 eV Å⁻¹. For the total energy, the calculation gives -494.643917 Ha. As for the spin multiplicity: 1. For the LUMO energy, the calculation gives -4.90 eV. The total charge is +1. Its energy above the lowest of the compared OMol25 structures with the same formula, charge and spin is 66.3 kcal per mole.

***

No. 4
The following is a quantum chemistry calculation of an isolated molecule of C8H9N3O3, from the Open Molecules 2025 dataset.

Cartesian coordinates (Å):
C  -3.983  -0.816  -0.498
N  -2.790  0.017  -0.375
C  -1.626  -0.571  -0.060
O  -1.279  -1.712  -0.022
N  -0.383  0.515  0.022
C  0.899  0.046  0.066
C  1.583  -0.430  1.195
C  2.951  -0.720  1.109
C  3.606  -0.214  0.045
C  3.004  0.218  -1.071
C  1.612  0.326  -1.111
N  -0.547  1.783  0.645
O  0.521  2.353  0.970
O  -1.644  2.340  0.613
H  -4.528  -0.386  -1.411
H  -3.610  -1.788  -0.783
H  -4.643  -0.810  0.323
H  -3.048  0.861  0.119
H  1.125  -0.746  2.029
H  3.368  -1.144  1.976
H  4.682  -0.316  0.128
H  3.544  0.416  -1.992
H  1.186  0.778  -1.918

The strongest force on any atom comes out at 5.1 eV Å⁻¹. The SMILES is CNC(=O)N(c1ccccc1)[N+](=O)[O-]. For the total energy, the calculation gives -700.082214 Ha. As for the spin multiplicity: 1. For the LUMO energy, the calculation gives 0.28 eV. The total charge is 0. Its energy above the lowest of the compared OMol25 structures with the same formula, charge and spin is 43.0 kcal per mole.

***

No. 5
The following is a quantum chemistry calculation of a cluster of 2 separate species, C8H9N5 in total, from the Open Molecules 2025 dataset.

Cartesian coordinates (Å):
C  -1.741  1.863  0.279
C  -1.581  1.606  -1.014
C  -1.181  0.938  1.224
C  -0.897  0.443  -1.459
C  -0.643  -0.284  0.819
C  2.620  0.196  1.077
C  3.122  0.156  -1.010
C  -0.412  -0.513  -0.518
N  3.440  1.186  0.862
N  3.680  1.203  -0.421
N  2.396  -0.512  -0.070
N  0.846  -2.425  -0.302
N  0.128  -1.552  -1.072
H  -2.033  2.935  0.635
H  -2.160  2.257  -1.770
H  -1.401  1.109  2.341
H  -1.020  0.047  -2.463
H  -0.453  -1.069  1.562
H  2.451  -0.181  2.106
H  3.098  -0.077  -2.104
H  1.349  -2.014  0.428
H  1.338  -3.192  -0.838

The strongest force on any atom comes out at 7.2 eV Å⁻¹. For the total energy, the calculation gives -583.824792 Ha. As for the spin multiplicity: 1. For the LUMO energy (spin up / spin down), the calculation gives -2.91 / -2.91 eV. The total charge is 0. Its energy above the lowest of the compared OMol25 structures with the same formula, charge and spin is 157.5 kcal per mole.

***

No. 6
The following is a quantum chemistry calculation of a cluster of 2 separate species, C8H9N5O in total, from the Open Molecules 2025 dataset.

Cartesian coordinates (Å):
C  -1.010  -3.210  -0.228
C  -1.019  -3.054  1.141
C  -0.540  -2.057  -0.747
C  -0.645  -1.800  1.443
C  -0.354  1.023  -0.817
C  0.128  0.214  0.162
C  0.184  2.440  -0.814
C  1.668  2.377  -0.703
N  1.815  2.844  3.025
N  4.067  2.750  -0.539
N  2.833  2.591  -0.734
N  -0.325  -1.123  0.253
N  0.816  3.257  2.796
O  -0.204  3.753  2.740
H  -0.987  -4.088  -0.806
H  -1.453  -3.720  1.918
H  -0.319  -1.656  -1.760
H  -0.684  -1.307  2.335
H  -1.117  0.641  -1.381
H  -0.082  2.912  -1.792
H  -0.232  3.009  0.053
H  0.765  0.519  1.024
H  4.748  2.467  -1.345

The strongest force on any atom comes out at 4.9 eV Å⁻¹. For the total energy, the calculation gives -659.029529 Ha. As for the spin multiplicity: 1. For the LUMO energy, the calculation gives 0.59 eV. The total charge is 0. Its energy above the lowest of the compared OMol25 structures with the same formula, charge and spin is 97.4 kcal per mole.

***

No. 7
The following is a quantum chemistry calculation of an isolated molecule of C8H9NO, from the Open Molecules 2025 dataset.

Cartesian coordinates (Å):
C  -0.704  -3.355  -0.547
C  -0.778  -1.928  0.109
O  -1.305  -1.805  1.218
N  -0.375  -0.909  -0.755
C  0.005  0.339  -0.222
C  -0.126  1.534  -0.999
C  0.324  2.768  -0.544
C  0.910  2.807  0.749
C  1.142  1.638  1.482
C  0.742  0.495  1.011
H  -1.789  -3.528  -1.055
H  0.179  -3.195  -1.366
H  -0.564  -4.150  0.034
H  -1.096  -0.750  -1.416
H  -0.758  1.518  -1.967
H  0.383  3.731  -1.018
H  1.385  3.685  1.113
H  1.548  1.685  2.548
H  0.877  -0.579  1.624

The strongest force on any atom comes out at 8.5 eV Å⁻¹. The SMILES is CC(=O)Nc1ccccc1. For the total energy, the calculation gives -440.171308 Ha. As for the spin multiplicity: 1. For the LUMO energy, the calculation gives 0.62 eV. The total charge is 0. Its energy above the lowest of the compared OMol25 structures with the same formula, charge and spin is 50.2 kcal per mole.

***

No. 8
The following is a quantum chemistry calculation of an isolated molecule of C8H9NO3, from the Open Molecules 2025 dataset.

Cartesian coordinates (Å):
C  -0.334  -0.948  1.852
C  -0.023  0.018  0.769
C  1.044  0.875  1.224
O  1.510  0.882  2.320
C  -1.120  0.930  0.304
C  -1.019  1.474  -0.916
C  0.117  1.317  -1.809
C  0.914  0.272  -1.615
C  0.630  -0.883  -0.590
N  -0.503  -1.731  -1.013
O  -0.497  -2.885  -0.696
O  -1.291  -1.145  -1.671
H  0.596  -1.600  2.065
H  -1.253  -1.606  1.741
H  -0.540  -0.513  2.928
H  1.559  1.628  0.559
H  -2.005  1.114  1.029
H  -1.792  1.987  -1.394
H  0.647  2.077  -2.495
H  1.763  0.120  -2.358
H  1.596  -1.384  -0.235

The strongest force on any atom comes out at 4.4 eV Å⁻¹. The SMILES is C[C@]1(C=O)C=CC=C[C@@H]1[N+](=O)[O-]. For the total energy, the calculation gives -590.503882 Ha. As for the spin multiplicity: 1. For the LUMO energy, the calculation gives -0.19 eV. The total charge is 0. Its energy above the lowest of the compared OMol25 structures with the same formula, charge and spin is 147.4 kcal per mole.

***

No. 9
The following is a quantum chemistry calculation of a structure of composition C8H9NiO5P, from the Open Molecules 2025 dataset.

Cartesian coordinates (Å):
O  1.513  -2.183  2.156
C  1.195  -2.067  1.068
Ni  0.707  -1.168  -0.628
O  2.532  -3.232  -1.840
C  1.803  -2.464  -1.405
C  0.301  -0.838  -2.438
O  0.093  -0.239  -3.396
C  2.197  0.036  -0.646
O  3.041  0.805  -0.512
C  -0.908  -2.182  -0.587
O  -1.542  -3.137  -0.737
C  -2.299  0.682  0.990
P  -0.585  0.492  0.348
C  -0.500  1.918  -0.759
C  0.352  1.096  1.768
H  -3.080  0.538  0.230
H  -2.343  1.736  1.335
H  -2.536  0.035  1.849
H  -0.835  2.834  -0.264
H  0.503  2.082  -1.153
H  -1.195  1.661  -1.573
H  -0.002  2.077  2.095
H  0.172  0.350  2.554
H  1.416  1.168  1.544

The strongest force on any atom comes out at 7.3 eV Å⁻¹. Its expectation value of S² is 2.0232. For the total energy, the calculation gives -2535.387717 Ha. As for the spin multiplicity: 3. For the LUMO energy (spin up / spin down), the calculation gives -9.00 / -9.46 eV. The total charge is +2.

***

No. 10
The following is a quantum chemistry calculation of a structure of composition C8H9O2S2, from the Open Molecules 2025 dataset.

Cartesian coordinates (Å):
C  2.557  0.997  -0.089
C  1.187  1.114  0.265
C  2.968  -0.243  -0.395
C  0.607  -0.135  0.222
C  -1.323  -1.759  0.003
C  -0.983  -0.311  2.193
C  -1.436  0.730  -1.898
C  -0.853  -0.323  0.533
O  -0.424  -2.340  -0.698
O  -2.429  -2.100  0.423
S  1.592  -1.351  -0.337
S  -1.864  0.963  -0.137
H  3.130  1.949  -0.202
H  0.598  1.992  0.517
H  3.964  -0.406  -0.842
H  -0.646  0.597  2.745
H  -2.067  -0.461  2.338
H  -0.361  -1.213  2.395
H  -1.753  1.566  -2.642
H  -2.105  -0.053  -2.384
H  -0.361  0.787  -2.010

The strongest force on any atom comes out at 3.3 eV Å⁻¹. For the total energy, the calculation gives -1257.119311 Ha. As for the spin multiplicity: 1. For the LUMO energy, the calculation gives 3.25 eV. The total charge is -1. Its energy above the lowest of the compared OMol25 structures with the same formula, charge and spin is 0.0 kcal per mole.

***

Which formula does entry 9 have?
C8H9NiO5P

***

Which value of spin multiplicity does entry 4 give?
1

***

The highest spin multiplicity belongs to which entry?
C8H9NiO5P